# C5H9O5Zn

C5H9O5Zn as an isolated structure at a distorted geometry (wB97M-V/def2-TZVPD, OMol25).

The geometry in ORCA input format:
```
! RIJCOSX wB97M-V def2-TZVPD def2/J DEFGRID3
* xyz 0 2
C -3.75690 0.51047 -0.90470
C -2.52074 0.71011 -0.05931
O -1.54789 -0.32951 -0.23590
Zn -2.00798 -1.97757 -1.07519
H -4.42977 1.36788 -0.77139
H -3.50397 0.45818 -1.97392
H -4.31893 -0.38562 -0.59901
H -2.79087 0.76675 1.00646
H -2.04819 1.67111 -0.31805
C -0.05904 0.03724 0.56146
C 0.84669 -1.02358 -0.05476
O 2.02290 -1.14902 0.71203
C 2.77195 0.01118 0.83377
O 2.06356 1.02907 1.09801
O 3.90604 -0.03335 0.36494
O -0.34674 -0.23369 1.87584
H -0.01863 1.06783 0.18832
H 1.10835 -0.74171 -1.08387
H 0.34272 -2.00090 -0.02582
H -0.67968 0.55673 2.34471
*
```

Calculated values
**Kohn-Sham gap (alpha / beta)**: 6.9 / 4.4 eV
**HOMO (alpha / beta)**: -7.72 / -7.71 eV
**<S²>**: 0.752
**Energy above the lowest of the compared OMol25 structures with the same formula, charge and spin**: 310.21 kJ/mol



# C13H21F10N2O3S

An isolated ion of composition C13H21F10N2O3S and charge +1 at a distorted geometry (wB97M-V/def2-TZVPD, OMol25).

The geometry in ORCA input format:
```
! RIJCOSX wB97M-V def2-TZVPD def2/J DEFGRID3
* xyz 1 1
C 3.24739 -3.91763 2.11734
O 2.85583 -2.60513 1.77315
C 2.39542 -2.52719 0.46095
C 1.66477 -1.21711 0.28181
O 2.24028 -0.31519 -0.67982
C 1.32295 0.75651 -0.72510
C 1.87219 1.85603 0.19364
C 3.14136 2.35727 -0.46565
C 4.16599 3.10497 0.50031
O 3.16537 3.66830 -0.58834
N -0.01834 0.19493 -0.32082
F -0.37995 0.47153 0.97597
C -1.20728 0.43696 -1.22646
C -1.92217 1.75650 -0.93326
C -3.44721 1.65668 -1.04726
F -3.83873 2.69979 -1.84215
F -3.84941 0.54174 -1.70328
C -4.25172 1.88283 0.25935
F -3.89912 3.10472 0.72823
F -5.56235 1.93327 -0.02173
S -3.97308 0.65586 1.66593
F -4.85388 1.56429 2.59936
F -2.67618 1.43114 2.12252
F -3.10630 -0.29821 0.72065
F -5.26315 -0.14454 1.23924
F -3.74541 -0.35753 2.83530
C 0.25313 -1.31015 -0.31181
C 0.37358 -1.94587 -1.69685
N -0.81512 -2.78253 -1.94465
H 2.47990 -4.64510 1.84178
H 3.36628 -3.97802 3.18924
H 4.16142 -4.20985 1.60394
H 1.67807 -3.34000 0.28391
H 3.18607 -2.65190 -0.28370
H 1.69790 -0.77913 1.28006
H 1.31727 1.14766 -1.73766
H 2.15375 1.39051 1.12940
H 1.23008 2.72444 0.29780
H 3.58274 1.72596 -1.21987
H 3.58195 2.72312 1.38236
H 4.26616 4.09105 0.96060
H -1.84412 -0.42860 -1.12152
H -0.80144 0.48538 -2.22622
H -1.58843 2.49008 -1.65574
H -1.68282 2.17484 0.03920
H -0.34318 -1.83454 0.42304
H 1.24164 -2.58755 -1.74934
H 0.47505 -1.20581 -2.48549
H -1.48347 -2.29647 -2.52325
H -0.56371 -3.64832 -2.39511
*
```

Calculated values
**Kohn-Sham gap**: 9.0 eV
**HOMO**: -11.95 eV
**Structure (SMILES)**: COC[C@H]1O[C@H](C[C@@H]2CO2)[N@@+](F)(CCC(F)(F)C(F)(F)S(F)(F)(F)(F)F)[C@H]1CN



# C11H23N2O12PS

A 3-piece molecular cluster, C11H23N2O12PS overall at a distorted geometry (wB97M-V/def2-TZVPD, OMol25).

The geometry in ORCA input format:
```
! RIJCOSX wB97M-V def2-TZVPD def2/J DEFGRID3
* xyz 0 1
N -0.63640 2.15812 3.43154
P 0.09292 2.69049 2.07833
O 1.62553 3.40162 2.61715
O 0.45967 1.33082 1.04505
C -0.97741 3.92114 1.05432
C 0.02633 4.43406 -0.13942
O 0.47615 5.83016 -0.01545
N 1.20454 6.03550 1.09617
O 1.63344 7.17653 1.16616
C -1.82298 5.09397 1.82772
O -3.25760 5.09277 1.39033
S -3.61359 3.42619 1.18477
O -4.00969 3.00730 2.62602
O -4.85180 3.01752 0.34881
O -2.07017 3.00742 0.58256
H -1.55904 2.64370 3.47535
H 2.21969 3.33386 1.79190
H 0.09135 1.52512 0.13231
H -0.60521 4.37468 -1.15071
H 0.90818 3.67106 -0.26425
H -1.53533 6.22791 1.60208
H -1.94806 5.06790 2.99110
C -0.42551 -2.72075 -2.16700
C -1.72392 -2.05429 -2.57533
O -1.75983 -0.68479 -2.13044
C -1.24417 0.35951 -2.81920
C -0.31408 0.08173 -3.96286
O -1.47296 1.51070 -2.46424
H 0.43846 -2.23619 -2.62962
H -0.42687 -3.77567 -2.45578
H -0.28369 -2.65240 -1.08292
H -1.91435 -2.12491 -3.64908
H -2.55849 -2.56147 -2.07965
H 0.71517 0.06957 -3.59618
H -0.42439 0.88395 -4.70002
H -0.53063 -0.84557 -4.49026
C 1.40015 -6.54469 1.08760
C 2.26688 -5.92306 0.01098
O 1.78284 -4.61401 -0.34519
C 2.11687 -3.47126 0.29776
C 2.78210 -3.56516 1.63896
O 1.81040 -2.38159 -0.17372
H 1.42292 -5.95914 2.01057
H 1.73636 -7.56066 1.31350
H 0.35453 -6.58352 0.76330
H 3.32368 -5.89070 0.28724
H 2.20346 -6.53271 -0.89662
H 2.01981 -3.55040 2.42169
H 3.43922 -2.69755 1.75972
H 3.41550 -4.44281 1.75496
*
```

Calculated values
**Kohn-Sham gap**: 8.3 eV
**HOMO**: -9.03 eV
**Structure (SMILES)**: N=P(O)(O)[C@]1(CON=O)COS(=O)(=O)O1.CCOC(C)=O.CCOC(C)=O



# C6H12N2O

An isolated molecule of C6H12N2O at a distorted geometry (wB97M-V/def2-TZVPD, OMol25).

The geometry in ORCA input format:
```
! RIJCOSX wB97M-V def2-TZVPD def2/J DEFGRID3
* xyz 0 1
H 3.00930 -0.63881 0.73723
N 2.98169 -1.25527 -0.10068
C 1.75886 -1.58614 -0.34416
N 0.61139 -1.17122 0.36851
C 0.25747 0.15473 0.65769
C 0.96550 1.27987 -0.05331
C 0.00445 2.46930 -0.18277
C -0.57000 -0.70525 -0.25741
C -1.84947 -1.40939 0.14127
O -2.96103 -0.54890 -0.24857
H 1.50487 -2.24224 -1.17816
H -0.06414 0.29384 1.69789
H 1.28853 0.76955 -1.01317
H 1.85735 1.56714 0.46780
H -0.93406 2.20519 -0.63585
H -0.24604 2.83416 0.81365
H 0.40492 3.35396 -0.69447
H -0.55419 -0.48876 -1.36193
H -1.80933 -1.49369 1.22416
H -1.90192 -2.49078 -0.24737
H -3.75414 -0.89729 0.20965
*
```

Calculated values
**Kohn-Sham gap**: 10.0 eV
**HOMO**: -9.24 eV
**Structure (SMILES)**: [H]/N=C\N1[C@@H](CC)[C@@H]1CO
**Energy above the lowest of the compared OMol25 structures with the same formula, charge and spin**: 219.01 kJ/mol